(1)
C5H8BrIO in the gas phase at a distorted geometry. Source: the Open Molecules 2025 dataset; level of theory: ωB97M-V/def2-TZVPD.

Positions of all 16 atoms, in Å:
C  1.29  -1.13  -0.97
C  2.43  -1.23  -0.03
C  0.21  -0.84  -0.04
C  -0.10  0.54  0.58
C  -1.55  1.03  0.29
O  -2.51  0.73  1.25
Br  -0.59  -2.24  1.05
I  3.62  0.44  0.42
H  1.42  -0.30  -1.59
H  1.29  -2.11  -1.45
H  2.34  -2.15  0.67
H  0.56  1.34  0.30
H  0.03  0.41  1.69
H  -1.25  2.13  0.18
H  -1.96  0.71  -0.73
H  -2.81  -0.20  1.28

The gap between HOMO and LUMO (alpha / beta) is 7.42 / 8.99 eV. As for the HOMO energy (alpha / beta): -7.075 / -9.942 eV. As for the multiplicity: 3. As for the net charge: 0.

(2)
A molecular structure, C45H38LaO8P3S2 at a distorted geometry. Source: the Open Molecules 2025 dataset; level of theory: ωB97M-V/def2-TZVPD.

Positions of all 97 atoms, in Å:
La  0.48  1.89  -1.13
O  2.03  0.95  0.35
S  3.15  1.56  -0.42
O  4.42  0.97  -0.21
O  2.64  1.62  -1.80
C  3.12  3.20  0.31
C  3.74  3.23  1.55
C  3.52  4.30  2.41
C  2.66  5.32  2.05
C  2.07  5.33  0.80
C  2.30  4.28  -0.10
S  1.79  4.67  -1.80
O  2.84  4.23  -2.64
O  1.45  6.06  -1.78
O  0.52  3.84  -1.98
H  4.38  2.41  1.84
H  4.02  4.31  3.37
H  2.47  6.14  2.74
H  1.48  6.17  0.47
O  -3.54  3.42  -0.26
C  -2.48  2.99  0.10
O  -1.62  2.30  -0.64
C  -1.98  3.14  1.53
P  -0.39  2.22  1.69
C  -0.96  0.47  1.78
C  -1.28  -0.36  3.03
C  -2.65  -1.01  2.88
C  -2.77  -1.73  1.78
C  -1.55  -1.69  0.88
C  -1.13  -0.26  0.69
C  0.15  2.50  3.40
C  1.38  1.96  3.80
C  1.84  2.13  5.10
C  1.09  2.86  6.02
C  -0.13  3.42  5.63
C  -0.60  3.23  4.33
H  -2.76  2.80  2.20
H  -1.81  4.20  1.72
H  -1.18  0.21  3.96
H  -3.43  -0.90  3.63
H  -3.66  -2.30  1.50
H  -1.72  -2.21  -0.06
H  -0.93  0.08  -0.31
H  1.97  1.40  3.09
H  2.79  1.70  5.40
H  1.45  3.00  7.03
H  -0.72  3.99  6.33
H  -1.55  3.66  4.04
C  0.10  -2.29  -2.12
P  -0.35  -0.56  -2.65
C  -2.19  -0.84  -2.77
C  -3.12  -0.03  -2.11
C  -4.48  -0.32  -2.19
C  -4.93  -1.40  -2.92
C  -4.01  -2.19  -3.61
C  -2.66  -1.91  -3.54
C  0.05  -0.41  -4.42
C  -0.46  0.72  -5.07
C  -0.26  0.90  -6.43
C  0.46  -0.04  -7.15
C  1.00  -1.15  -6.51
C  0.79  -1.33  -5.14
P  1.36  -2.76  -0.84
C  0.98  -2.11  0.82
C  2.08  -1.60  1.38
C  2.16  -1.17  2.79
C  1.07  -1.19  3.56
C  -0.28  -1.60  3.04
C  -0.30  -2.29  1.64
C  0.81  -4.51  -0.59
C  0.15  -5.28  -1.55
C  -0.17  -6.62  -1.30
C  0.17  -7.21  -0.09
C  0.85  -6.46  0.87
C  1.17  -5.13  0.62
H  0.50  -2.78  -3.01
H  -0.85  -2.77  -1.92
H  -2.80  0.83  -1.55
H  -5.19  0.33  -1.67
H  -5.99  -1.63  -2.97
H  -4.35  -3.03  -4.20
H  -1.96  -2.52  -4.10
H  -1.03  1.46  -4.53
H  -0.67  1.78  -6.93
H  0.62  0.09  -8.22
H  1.59  -1.87  -7.06
H  1.24  -2.19  -4.66
H  2.98  -1.51  0.78
H  3.12  -0.84  3.19
H  1.13  -0.86  4.59
H  -0.71  -2.28  3.77
H  -0.46  -3.36  1.76
H  -0.13  -4.85  -2.51
H  -0.68  -7.19  -2.06
H  -0.09  -8.24  0.10
H  1.13  -6.91  1.81
H  1.71  -4.56  1.37

The gap between HOMO and LUMO is 8.62 eV. As for the HOMO energy: -8.507 eV. For the energy above the lowest of the compared OMol25 structures with the same formula, charge and spin, the calculation gives 123.13 kJ/mol. As for the net charge: 0.

(3)
A molecular structure, C31H30BrN4OPdS. Source: the Open Molecules 2025 dataset; level of theory: ωB97M-V/def2-TZVPD.

Positions of all 69 atoms, in Å:
Pd  0.09  -1.69  -2.36
N  -7.77  4.95  -2.29
C  -6.91  4.20  -2.33
C  -5.83  3.25  -2.38
C  -5.48  2.66  -3.59
C  -4.43  1.76  -3.63
C  -3.74  1.43  -2.47
C  -4.10  2.01  -1.26
C  -5.14  2.93  -1.21
C  -2.61  0.45  -2.51
C  -1.49  0.83  -3.24
C  -1.28  2.08  -3.90
C  -0.05  2.02  -4.51
C  0.48  0.76  -4.21
N  -0.36  0.04  -3.47
C  -2.81  -0.75  -1.82
C  -4.02  -1.17  -1.20
C  -3.78  -2.41  -0.64
C  -2.45  -2.72  -0.93
N  -1.87  -1.75  -1.64
H  -6.03  2.91  -4.49
H  -4.15  1.29  -4.57
H  -3.56  1.76  -0.36
H  -5.41  3.40  -0.28
H  -1.98  2.90  -3.90
H  0.42  2.79  -5.10
H  1.43  0.36  -4.52
H  -4.94  -0.62  -1.20
H  -4.48  -3.03  -0.11
H  -1.90  -3.61  -0.65
C  2.03  -3.22  4.83
C  3.10  -2.37  4.12
C  4.34  -3.24  3.82
C  3.52  -1.24  5.06
C  2.53  -1.87  2.81
C  2.11  -2.82  1.85
C  1.60  -2.40  0.66
Br  1.06  -3.69  -0.62
C  1.47  -1.00  0.33
O  1.02  -0.61  -0.77
C  1.90  -0.03  1.33
C  2.41  -0.50  2.51
C  1.76  1.46  1.03
C  0.28  1.82  0.79
C  2.26  2.30  2.20
C  2.60  1.83  -0.21
H  2.43  -3.60  5.77
H  1.73  -4.08  4.23
H  1.14  -2.63  5.05
H  4.76  -3.60  4.76
H  5.10  -2.67  3.30
H  4.09  -4.12  3.22
H  3.92  -1.66  5.98
H  2.67  -0.60  5.33
H  4.30  -0.61  4.62
H  2.20  -3.87  2.06
H  2.73  0.21  3.26
H  -0.32  1.59  1.68
H  -0.14  1.30  -0.07
H  0.21  2.89  0.61
H  1.69  2.12  3.11
H  2.14  3.36  1.95
H  3.32  2.13  2.41
H  2.25  1.33  -1.11
H  3.66  1.58  -0.05
H  2.54  2.91  -0.37
S  2.31  -2.30  -3.56
C  3.33  -1.02  -3.57
N  4.06  -0.11  -3.57

The gap between HOMO and LUMO (alpha / beta) is 6.95 / 3.40 eV. As for the HOMO energy (alpha / beta): -10.514 / -10.501 eV. As for the multiplicity: 5. For the energy above the lowest of the compared OMol25 structures with the same formula, charge and spin, the calculation gives 124.78 kJ/mol. As for the net charge: +1.

(4)
C15H12N4S2 in the gas phase. Source: the Open Molecules 2025 dataset; level of theory: ωB97M-V/def2-TZVPD.

Positions of all 33 atoms, in Å:
S  6.04  2.60  -0.73
C  4.80  1.62  -0.31
N  4.45  1.24  0.95
C  3.36  0.40  0.91
C  2.64  -0.24  1.90
C  1.57  -1.04  1.49
C  1.23  -1.20  0.15
C  1.96  -0.54  -0.84
C  3.02  0.25  -0.45
N  3.92  1.01  -1.16
H  3.96  1.11  -2.16
H  1.70  -0.66  -1.88
C  0.06  -2.06  -0.23
C  -1.25  -1.30  -0.29
C  -1.34  0.04  0.07
C  -2.58  0.64  -0.01
C  -3.72  -0.06  -0.44
C  -3.63  -1.40  -0.80
C  -2.39  -1.99  -0.72
H  -2.29  -3.03  -0.99
H  -4.50  -1.95  -1.14
N  -4.77  0.82  -0.41
C  -4.34  2.04  0.03
S  -5.25  3.39  0.23
N  -3.00  1.92  0.27
H  -2.43  2.68  0.60
H  -5.73  0.64  -0.65
H  -0.48  0.59  0.40
H  -0.05  -2.87  0.50
H  0.24  -2.51  -1.20
H  0.99  -1.55  2.24
H  2.89  -0.13  2.94
H  4.94  1.55  1.77

The gap between HOMO and LUMO is 8.23 eV. As for the HOMO energy: -7.781 eV. The structure (SMILES) is S=c1[nH]c2ccc(Cc3ccc4[nH]c(=S)[nH]c4c3)cc2[nH]1. As for the net charge: 0.